[1]
The following is a quantum chemistry calculation of a structure of composition C19H13N4Pd in a non-equilibrium geometry, from the OMol25 dataset.

Atoms and positions in Å:
Pd1 -1.0843 0.0013 0.8866
C1 -1.5909 -4.2857 0.8645
C2 -1.8474 -2.9228 1.0510
N1 -1.0551 -1.9892 0.5655
C3 0.0552 -2.3340 -0.1687
C4 0.3817 -3.6829 -0.3853
C5 -0.4749 -4.6582 0.1678
C6 1.5304 -3.9975 -1.1487
C7 2.2698 -2.9794 -1.6700
C8 1.9319 -1.6219 -1.4777
C9 0.8312 -1.2607 -0.7304
N2 0.3458 -0.0002 -0.4270
C10 0.8372 1.2591 -0.7263
C11 1.9397 1.6173 -1.4723
C12 2.2841 2.9738 -1.6603
C13 1.5495 3.9938 -1.1361
C14 0.3992 3.6823 -0.3738
C15 -0.4530 4.6599 0.1819
C16 -1.5709 4.2906 0.8774
C17 -1.8337 2.9284 1.0598
N3 -1.0458 1.9926 0.5716
C18 0.0663 2.3343 -0.1614
H1 -2.2699 -5.0152 1.2807
H2 -2.7201 -2.5870 1.5942
H3 -0.2421 -5.7055 0.0208
H4 1.7960 -5.0327 -1.3134
H5 3.1470 -3.2029 -2.2626
H6 2.5629 -0.8891 -1.9449
H7 2.5674 0.8830 -1.9416
H8 3.1625 3.1949 -2.2521
H9 1.8200 5.0282 -1.2976
H10 -0.2153 5.7066 0.0381
H11 -2.2465 5.0220 1.2957
H12 -2.7081 2.5951 1.6019
N4 -2.7161 0.0004 3.5483
C19 -2.2802 0.0013 2.4814
H13 -3.1235 -0.0002 4.4629

## Properties
* net charge: +1
* energy above the lowest of the compared OMol25 structures with the same formula, charge and spin: 12.9 kJ/mol
* E_tot: -1078.56789 hartree
* gap between HOMO and LUMO: 6.91 eV
* strongest force on any atom: 1.2 eV/A


[2]
The following is a quantum chemistry calculation of a structure of composition C17H18CrN3S3 in a non-equilibrium geometry, from the OMol25 dataset.

Atoms and positions in Å:
Cr1 -0.9304 -0.6858 -1.0125
C1 1.4029 1.0420 -2.1588
N1 0.4186 1.1776 -1.0907
C2 0.9988 1.1418 0.3134
C3 1.6607 -0.2040 0.5328
N2 0.7855 -1.3289 0.2596
C4 1.7014 -2.4699 -0.2906
C5 0.1507 -1.7993 1.5066
C6 0.7991 -2.6576 2.3699
C7 0.2177 -3.0301 3.5752
C8 -1.0386 -2.5880 3.9034
C9 -1.6982 -1.7134 3.0382
C10 -1.1333 -1.2879 1.8107
S1 -2.0388 -0.0270 0.9365
C11 -0.3555 2.3352 -1.3306
C12 0.0439 3.5714 -0.8653
C13 -0.7519 4.7083 -1.1967
C14 -1.9541 4.5580 -1.8676
C15 -2.3698 3.2906 -2.2732
C16 -1.6533 2.1275 -1.9580
S2 -2.2013 0.5249 -2.5239
H1 2.0640 1.8936 -2.1718
H2 0.9670 0.9644 -3.1472
H3 1.9777 0.1408 -2.0853
H4 0.2248 1.3225 1.0964
H5 1.7880 1.9301 0.3715
H6 2.1300 -0.2980 1.5736
H7 2.4819 -0.3228 -0.1741
H8 2.7319 -2.3538 0.0275
H9 1.6981 -2.4858 -1.4125
H10 1.3236 -3.4087 -0.0025
H11 1.8510 -2.8936 2.1833
H12 0.7824 -3.5797 4.3035
H13 -1.5361 -2.8508 4.8391
H14 -2.7264 -1.3962 3.2380
H15 0.9402 3.6443 -0.2605
H16 -0.3942 5.6880 -0.8383
H17 -2.5832 5.3553 -2.2328
H18 -3.2436 3.1794 -2.8923
S3 -0.4620 -5.1455 -1.3121
C17 -0.9241 -3.6407 -1.3698
N3 -1.1450 -2.4281 -1.4121

## Properties
* expectation value of S²: 3.837
* E_tot: -3061.92766 hartree
* gap between HOMO and LUMO (alpha / beta): 6.72 / 8.07 eV
* spin multiplicity: 4
* strongest force on any atom: 6.3 eV/A


[3]
The following is a quantum chemistry calculation of a structure of composition C44H44F2N3O6P2S2V in a non-equilibrium geometry, from the OMol25 dataset.

Atoms and positions in Å:
V1 0.3703 0.8087 -0.1770
O1 4.1953 -0.4901 5.5109
C1 3.4418 -1.5521 5.1255
O2 3.4401 -2.5404 5.8015
C2 2.6453 -1.3852 3.8788
C3 1.5615 -2.2368 3.6711
C4 0.7855 -2.1460 2.5354
C5 1.0800 -1.1886 1.5501
C6 2.1765 -0.3402 1.7653
C7 2.9458 -0.4386 2.9041
N1 0.3655 -1.0481 0.3686
C8 -0.2766 -2.2288 -0.1843
C9 -0.8350 -2.0158 -1.5663
C10 -2.1028 -2.4522 -1.9012
C11 -2.5828 -2.3177 -3.1845
C12 -1.7744 -1.7266 -4.1389
C13 -0.5239 -1.2867 -3.7765
N2 -0.0481 -1.4340 -2.5184
H1 4.0278 0.2545 4.9246
H2 1.3473 -2.9862 4.4269
H3 -0.0507 -2.8238 2.4115
H4 2.4853 0.3523 0.9925
H5 3.8168 0.2017 2.9955
H6 -1.0855 -2.5847 0.4440
H7 -2.7047 -2.9158 -1.1278
H8 -3.5793 -2.6632 -3.4375
H9 -2.1030 -1.5943 -5.1626
H10 0.1649 -0.8116 -4.4592
F1 2.3987 3.9303 -4.1598
C14 1.3900 3.1892 -3.6749
C15 1.5472 2.5282 -2.4842
C16 0.4782 1.7867 -1.9640
C17 -0.7330 1.7581 -2.6790
C18 -0.8131 2.4034 -3.9046
F2 -1.9536 2.3383 -4.6280
C19 0.2252 3.1289 -4.4278
C20 -1.8528 1.1454 -1.9476
C21 -3.1837 1.0815 -2.3528
C22 -4.1364 0.5785 -1.4850
C23 -3.7587 0.1440 -0.2282
C24 -2.4274 0.2152 0.1093
N3 -1.4880 0.6789 -0.7295
H11 2.5018 2.5893 -1.9745
H12 0.1340 3.6435 -5.3769
H13 -3.4589 1.4445 -3.3327
H14 -5.1780 0.5413 -1.7870
H15 -4.4802 -0.2243 0.4909
H16 -2.0849 -0.0945 1.0832
S1 2.7375 -3.7474 0.1356
P1 0.8929 -3.8153 -0.4440
S2 1.5748 -0.9076 -2.1664
C25 -0.0502 -5.1882 0.3226
C26 -1.2765 -5.1085 0.9785
C27 -1.8845 -6.2559 1.4885
C28 -1.2732 -7.4903 1.3440
C29 -0.0446 -7.5796 0.6957
C30 0.5601 -6.4408 0.1947
C31 0.7922 -4.2878 -2.2136
C32 -0.3186 -4.9442 -2.7504
C33 -0.3493 -5.2918 -4.0961
C34 0.7338 -4.9887 -4.9154
C35 1.8480 -4.3518 -4.3846
C36 1.8808 -4.0076 -3.0362
H17 -1.7881 -4.1659 1.1176
H18 -2.8379 -6.1756 2.0007
H19 -1.7469 -8.3810 1.7414
H20 0.4428 -8.5412 0.5843
H21 1.5242 -6.5096 -0.2949
H22 -1.1581 -5.2031 -2.1144
H23 -1.2144 -5.8107 -4.5017
H24 0.7137 -5.2664 -5.9641
H25 2.7011 -4.1255 -5.0179
H26 2.7531 -3.5320 -2.6048
C37 1.1658 2.5867 5.0487
C38 1.0240 3.5383 3.8782
C39 2.3128 3.5577 3.0635
C40 0.6421 4.9306 4.3559
O3 -0.0896 2.9736 3.1093
P2 -0.5104 3.1426 1.5987
O4 -1.9041 2.7167 1.4140
O5 0.5573 2.3200 0.7901
O6 -0.2124 4.6570 1.2997
C41 -0.7396 5.5687 0.2773
C42 -1.6463 6.5404 1.0085
C43 0.4831 6.2639 -0.2905
C44 -1.4903 4.8516 -0.8352
H27 1.9667 2.9230 5.7131
H28 1.3967 1.5798 4.6873
H29 0.2322 2.5433 5.6150
H30 3.1140 3.9855 3.6705
H31 2.2080 4.1607 2.1595
H32 2.5934 2.5417 2.7721
H33 1.4024 5.3077 5.0450
H34 -0.3182 4.8925 4.8774
H35 0.5543 5.6184 3.5139
H36 -1.0894 7.0808 1.7788
H37 -2.4687 5.9986 1.4841
H38 -2.0626 7.2655 0.3037
H39 1.0669 6.7212 0.5138
H40 0.1793 7.0456 -0.9928
H41 1.1160 5.5429 -0.8169
H42 -2.3764 4.3386 -0.4590
H43 -0.8404 4.1171 -1.3197
H44 -1.7881 5.5898 -1.5821

## Properties
* expectation value of S²: 2.019
* E_tot: -4941.83015 hartree
* gap between HOMO and LUMO (alpha / beta): 6.41 / 6.70 eV
* spin multiplicity: 3
* strongest force on any atom: 2.6 eV/A


[4]
The following is a quantum chemistry calculation of a cluster of 4 separate species, C36H55F7N2O14S in total in a non-equilibrium geometry, from the OMol25 dataset.

Atoms and positions in Å:
C1 -4.6356 -1.3831 2.8091
O1 -4.0533 -0.3775 1.8990
C2 -3.1003 0.5077 2.5927
C3 -2.9736 2.0159 1.8841
C4 -1.4344 2.1279 1.3070
C5 -0.8720 3.6593 1.1473
C6 0.0700 3.9233 -0.1677
C7 1.2066 2.7775 -0.4538
C8 2.6984 3.1204 0.1588
C9 2.9484 2.2139 1.5014
C10 3.8687 0.8760 1.2791
C11 3.7504 0.1842 -0.2014
N1 2.4459 -0.5262 -0.4806
C12 2.7851 -1.6540 -1.4779
O2 3.2747 -1.4926 -2.7300
C13 2.4592 -3.0078 -0.6124
C14 2.7258 -4.6003 -0.8958
C15 3.4263 -4.9762 -2.3572
C16 2.4053 -5.8793 -3.2956
C17 1.6828 -4.9670 -4.4573
C18 0.7386 -5.9449 -5.3978
F1 0.3888 -5.2621 -6.6841
F2 1.4776 -7.1977 -5.7896
C19 -0.6356 -6.4626 -4.6289
F3 -0.3989 -7.7550 -3.9369
F4 -1.0694 -5.4930 -3.5585
F5 -1.6771 -6.6595 -5.6775
C20 2.2814 -5.7499 0.2287
C21 2.6108 -7.3105 -0.1481
N2 3.4004 -8.0531 0.9504
C22 1.5539 -5.3540 1.6821
S1 1.0114 -6.6554 2.9573
O3 -0.3045 -6.2299 3.7192
O4 0.6342 -8.0316 2.2819
F6 2.2163 -6.9366 4.1769
C23 1.3001 -3.7333 2.0092
C24 0.6463 -3.1579 3.3996
C25 -0.9999 -3.1053 3.3732
F7 1.1976 -3.8194 4.6416
C26 1.7496 -2.6860 0.8311
C27 1.6511 -1.0557 0.6918
O5 0.8945 -0.3293 1.5170
H1 -4.0308 -1.5559 3.7991
H2 -5.7474 -1.0479 3.0775
H3 -4.7622 -2.4533 2.2957
H4 -2.0576 -0.0688 2.5986
H5 -3.4420 0.5688 3.7234
H6 -3.8037 2.1864 1.0704
H7 -3.0663 2.7855 2.7883
H8 -1.3850 1.5993 0.2614
H9 -0.7446 1.6068 2.1301
H10 -1.7877 4.4191 1.0577
H11 -0.3049 3.9780 2.1420
H12 -0.6417 3.9364 -1.1178
H13 0.5123 5.0217 -0.0834
H14 1.3463 2.7391 -1.6388
H15 0.9137 1.6909 -0.1336
H16 3.5642 3.0735 -0.6365
H17 2.6478 4.2620 0.5036
H18 3.5520 2.9076 2.2624
H19 1.9064 2.0268 2.0001
H20 5.0024 1.2315 1.3901
H21 3.6979 0.1213 2.1807
H22 3.9588 0.9595 -1.0838
H23 4.6169 -0.6164 -0.2847
H24 3.8714 -4.0387 -2.8995
H25 4.3279 -5.7079 -2.0812
H26 1.6398 -6.5231 -2.6635
H27 3.0890 -6.6769 -3.8604
H28 1.0583 -4.0867 -3.9931
H29 2.5388 -4.5213 -5.1537
H30 1.5559 -7.8456 -0.3032
H31 3.2208 -7.4715 -1.1329
H32 2.8088 -8.9141 1.1399
H33 4.2894 -8.4607 0.5413
H34 1.0017 -2.0222 3.4963
H35 -1.3190 -2.0368 3.7643
H36 -1.4667 -3.9154 4.0831
H37 -1.4487 -3.2285 2.2740
C28 1.2241 6.9498 -5.1793
O6 1.3775 5.9493 -6.1841
C29 1.2937 4.6763 -5.7220
O7 1.1052 4.3454 -4.5618
O8 1.4559 3.8350 -6.7743
C30 1.3910 2.4513 -6.4348
H38 1.3086 7.9279 -5.6605
H39 0.2362 6.8799 -4.7127
H40 2.0155 6.8663 -4.4275
H41 0.4097 2.2016 -6.0184
H42 2.1891 2.1880 -5.7332
H43 1.5334 1.8714 -7.3509
C31 -8.0336 -1.3017 7.9512
O9 -7.7020 -1.0633 6.5846
C32 -8.7641 -1.0843 5.7405
O10 -9.9269 -1.2835 6.0556
O11 -8.3086 -0.8453 4.4848
C33 -9.3241 -0.8377 3.4835
H44 -7.1099 -1.2620 8.5350
H45 -8.7107 -0.5267 8.3249
H46 -8.4758 -2.2957 8.0734
H47 -10.0528 -0.0442 3.6787
H48 -9.8180 -1.8132 3.4271
H49 -8.8475 -0.6374 2.5200
C34 1.5197 9.1023 0.8043
O12 1.6224 8.8261 -0.5912
C35 2.2595 9.7880 -1.3053
O13 2.7277 10.8228 -0.8567
O14 2.2857 9.3993 -2.6052
C36 2.9307 10.3219 -3.4808
H50 0.9935 8.2681 1.2762
H51 2.5137 9.1823 1.2562
H52 0.9407 10.0156 0.9754
H53 3.9812 10.4506 -3.2002
H54 2.4081 11.2840 -3.4810
H55 2.8932 9.9101 -4.4930

## Properties
* SMILES string: COCCCCCCCCCCN1C(=O)c2c(CCCC(F)(F)C(F)(F)F)c(CN)c(S(=O)(=O)F)c([C@@H](C)F)c2C1=O.COC(=O)OC.COC(=O)OC.COC(=O)OC
* E_tot: -3664.05093 hartree
* gap between HOMO and LUMO: 6.82 eV
* strongest force on any atom: 9.2 eV/A


> Among the records above, which one has the highest E_tot?

C19H13N4Pd